[1]
The following is a quantum chemistry calculation of a 5-piece molecular cluster, C30H52N2O8S4 overall, from the Open Molecules 2025 dataset.

Output
**Total energy**: -3478.3226 a.u.
**Kohn-Sham gap**: 8.12 eV
**E_LUMO**: -0.3 eV

Geometry as ORCA input:
```
! RIJCOSX wB97M-V def2-TZVPD def2/J DEFGRID3
* xyz 0 1
S 0.08 -3.12 -2.97
S -4.46 -6.11 -2.46
S 3.38 -5.68 1.23
S -4.60 -2.91 0.62
O -4.01 -4.27 0.82
O -2.16 6.71 -0.68
O -0.49 -1.76 -3.20
O 4.69 3.71 -0.56
O -3.46 6.50 1.12
O -5.15 -4.81 -2.66
O 2.47 -5.38 0.09
O -2.88 -0.03 0.41
N 1.83 1.70 3.43
N -0.30 2.64 1.87
C 4.92 -4.82 0.88
C -1.65 -0.09 1.10
C 0.51 -1.29 4.56
C 1.71 -3.12 -3.72
C 3.01 5.11 -1.64
C -2.82 -5.75 -1.84
C 3.44 6.25 -0.70
C 4.03 3.99 -1.79
C 4.01 -7.34 0.96
C -2.24 0.59 -1.87
C 3.26 4.71 2.04
C 0.70 1.05 3.33
C 4.54 2.38 -0.13
C -2.32 6.29 0.44
C -1.67 0.75 2.40
C 0.64 -3.19 -1.28
C -6.20 -3.15 -0.15
C -0.17 4.98 0.37
C -1.31 5.52 1.25
C -5.22 -2.39 2.22
C -3.95 -6.66 -4.10
C 3.14 3.58 2.77
C 0.59 -0.21 4.02
C 2.48 6.47 0.47
C 0.87 3.33 1.95
C 2.19 5.21 1.24
C -0.40 1.53 2.55
C -2.92 1.01 -0.56
C 1.00 4.53 1.20
C 1.93 2.85 2.73
H -4.04 7.01 0.54
H 1.27 -2.33 -1.07
H 3.95 3.21 3.38
H 2.22 -4.06 -3.47
H 4.19 5.25 2.06
H 2.86 5.52 -2.64
H -6.77 -3.87 0.43
H -6.03 -3.53 -1.15
H -2.48 1.47 2.32
H 2.28 -2.27 -3.35
H -5.86 -3.16 2.63
H -2.43 1.90 -0.15
H -2.34 -5.02 -2.49
H -6.72 -2.19 -0.19
H -1.84 0.12 3.27
H -3.39 -5.86 -4.59
H 5.06 2.27 0.82
H 0.11 5.76 -0.33
H 4.80 4.26 -2.52
H 1.59 -3.05 -4.80
H -1.45 -1.14 1.33
H 2.05 4.69 -1.35
H -0.92 6.20 2.01
H 4.79 -7.55 1.70
H 3.47 7.18 -1.27
H -2.24 -6.67 -1.80
H -5.77 -1.45 2.10
H 4.42 -7.41 -0.05
H -1.83 4.71 1.75
H -3.96 1.25 -0.72
H -0.25 -3.16 -0.64
H -3.34 -7.55 -4.01
H -4.36 -2.23 2.87
H -0.56 4.14 -0.21
H -2.95 -5.34 -0.84
H 2.95 7.15 1.18
H -2.16 -0.49 -1.89
H 3.53 3.09 -2.14
H 3.48 2.13 0.04
H 4.73 -3.75 0.94
H 1.18 -4.12 -1.10
H 3.18 -8.03 1.08
H 5.67 -5.11 1.62
H -4.85 -6.88 -4.67
H 0.45 -2.24 5.02
H 1.57 6.96 0.13
H -0.85 0.26 0.45
H 4.44 6.09 -0.33
H -2.84 0.89 -2.73
H 4.98 1.68 -0.84
H -1.24 1.01 -1.98
H 5.26 -5.08 -0.13
*
```

Here are the Löwdin charges for atoms 1 to 6, given in e:
1. S 0.796
2. S 0.819
3. S 0.823
4. S 0.817
5. O -0.566
6. O 0.109

[2]
The following is a quantum chemistry calculation of a 2-piece molecular cluster, C21H24Cl2N3 overall, from the Open Molecules 2025 dataset.

Output
**Total energy**: -1898.9867 a.u.
**ΔE to the lowest compared entry with this formula, charge and spin**: 176.3 kJ/mol
**Kohn-Sham gap**: 4.38 eV
**E_LUMO**: -5.8 eV

Geometry as ORCA input:
```
! RIJCOSX wB97M-V def2-TZVPD def2/J DEFGRID3
* xyz 1 1
Cl -5.81 -6.73 3.18
Cl 0.85 -4.47 -4.67
N 0.24 -0.57 2.54
N 1.44 1.44 2.94
N 2.50 -0.42 2.02
C 3.51 1.72 1.69
C -3.89 -6.35 1.29
C -2.71 -5.76 0.82
C -0.90 -0.02 3.24
C 2.60 2.29 2.76
C -3.63 -5.12 3.37
C -1.29 -3.64 0.87
C 2.56 -1.85 1.89
C 3.77 0.26 1.92
C 1.02 -3.61 -2.11
C -4.37 -6.01 2.57
C -2.57 -4.41 2.82
C 0.22 -4.22 -3.09
C -2.16 -4.60 1.47
C -0.53 1.02 4.30
C -1.07 -4.66 -2.77
C 0.52 -3.42 -0.82
C -0.81 -3.78 -0.48
C -1.62 -4.31 -1.54
C 1.34 0.14 2.51
C 0.48 2.03 3.85
H 3.42 -2.23 2.45
H 4.26 -0.19 1.05
H 1.16 -3.01 -0.04
H -2.03 -3.67 3.43
H 4.46 2.25 1.74
H 1.63 -2.29 2.25
H 2.70 -2.11 0.84
H 0.02 2.91 3.38
H -2.23 -6.17 -0.07
H -0.97 -2.77 1.45
H -3.93 -4.97 4.41
H -4.45 -7.07 0.70
H 3.14 2.39 3.73
H -2.69 -4.45 -1.35
H 2.02 -3.28 -2.37
H -1.65 0.41 2.54
H 2.25 3.29 2.45
H -0.13 0.47 5.16
H 3.09 1.88 0.69
H -1.37 -0.89 3.73
H 4.38 0.06 2.82
H -1.43 1.55 4.63
H 1.03 2.41 4.72
H -1.63 -5.24 -3.50
*
```

Here are the natural (NBO) charges for atoms 1 to 6, given in e:
1. Cl 0.116
2. Cl 0.091
3. N -0.661
4. N -0.448
5. N -0.438
6. C -0.423

[3]
The following is a quantum chemistry calculation of an isolated ion of composition C7H15N3P and charge +1, from the Open Molecules 2025 dataset.

Output
**Total energy**: -780.9868 a.u.
**ΔE to the lowest compared entry with this formula, charge and spin**: 133.8 kJ/mol
**Kohn-Sham gap**: 7.82 eV
**SMILES string**: CC=[N+]1CN2CPCN(C2)C1
**E_LUMO**: -4.4 eV

Geometry as ORCA input:
```
! RIJCOSX wB97M-V def2-TZVPD def2/J DEFGRID3
* xyz 1 1
P -1.08 0.32 -2.28
N -1.55 0.95 0.65
N 0.60 1.47 -0.41
N 0.21 -0.72 0.61
C 1.22 0.23 -0.01
C -2.18 0.75 -0.65
C -1.00 -0.24 1.24
C 0.28 1.53 -1.78
C 1.90 -2.47 0.57
C -0.53 1.90 0.54
C 0.48 -1.95 0.90
H -0.63 -0.68 -1.41
H -0.64 -0.07 2.23
H -0.06 -2.68 1.52
H 1.80 -3.21 -0.18
H -0.21 2.26 1.47
H -0.14 2.49 -2.12
H -2.58 1.77 -0.86
H 1.97 0.39 0.77
H -2.81 -0.19 -0.74
H 1.67 -0.15 -0.91
H 2.59 -1.74 0.44
H 1.22 1.47 -2.23
H -1.65 -1.08 1.21
H -0.92 2.80 -0.01
H 2.04 -3.13 1.46
*
```

Here are the natural (NBO) charges for atoms 1 to 6, given in e:
1. P 0.517
2. N -0.431
3. N -0.449
4. N -0.278
5. C -0.062
6. C -0.462

> E_LUMO of number 1 (C30H52N2O8S4)?

-0.3 eV